DFT (ωB97M-V/def2-TZVPD) results for a 2-piece molecular cluster, Cl2H2OP2 overall.

Cartesian coordinates (Å):
O -0.141 0.860 -0.372
P -1.104 -2.129 0.066
P -1.181 -0.104 -0.125
Cl -2.928 0.837 -0.041
Cl 3.079 1.169 0.120
H 1.927 1.411 -0.013
H 0.347 -2.045 0.366

Calculated values
E_tot (Ha): -1679.4293
Multiplicity: 3
<S²>: 2.01
LUMO level (spin up / spin down) (eV): -0.40 / -3.37

---

DFT (ωB97M-V/def2-TZVPD) results for a 2-piece molecular cluster, Cl2H2OSi overall.

Cartesian coordinates (Å):
O 0.117 0.712 0.022
Si 1.312 -0.244 -0.030
Cl 3.241 0.367 -0.120
H 1.387 -1.682 -0.192
Cl -3.586 0.643 -0.129
H -2.471 0.204 0.449

Calculated values
E_tot (Ha): -1286.3592
Energy relative to the best compared isomer or geometry (same formula, charge and spin) (kcal/mol): 61.5
Structure (SMILES): O=[SiH]Cl.Cl
LUMO level (eV): -0.56

---

DFT (ωB97M-V/def2-TZVPD) results for a 2-piece molecular cluster, Cl2H2OSi overall.

Cartesian coordinates (Å):
O 0.573 0.613 0.866
Si 1.861 -0.027 0.428
Cl 3.358 0.919 -0.463
H 2.358 -1.475 0.798
Cl -2.919 1.114 -0.301
H -2.039 2.074 -0.008

Calculated values
E_tot (Ha): -1286.3539
Energy relative to the best compared isomer or geometry (same formula, charge and spin) (kcal/mol): 64.8
Structure (SMILES): O=[SiH]Cl.Cl
LUMO level (eV): -0.35

---

Number 3 is which compound? Cl2H2OSi